The following is a DFT calculation (ωB97M-V/def2-TZVPD) of a structure of composition C31H34GeMnN2S2Se at a distorted geometry.

Cartesian coordinates (Å):
Mn1 -0.160 0.080 -0.004
C1 -0.520 1.691 -6.901
C2 -1.508 1.493 -5.743
C3 -1.413 2.705 -4.813
C4 -2.938 1.418 -6.297
C5 -1.177 0.192 -5.013
C6 -1.228 -1.027 -5.716
C7 -0.939 -2.235 -5.111
C8 -0.590 -2.224 -3.766
S1 -0.180 -3.549 -2.717
C9 0.046 -2.419 -1.407
N1 -0.159 -1.177 -1.728
C10 -0.526 -1.029 -3.050
C11 -0.823 0.180 -3.676
C12 0.408 -2.766 -0.043
C13 0.704 -4.072 0.349
C14 1.054 -4.330 1.660
C15 1.110 -3.275 2.566
C16 0.802 -1.982 2.164
C17 0.432 -1.673 0.853
H1 -0.728 2.631 -7.418
H2 -0.586 0.880 -7.630
H3 0.504 1.725 -6.524
H4 -1.651 3.612 -5.373
H5 -0.411 2.814 -4.396
H6 -2.117 2.624 -3.984
H7 -3.197 2.353 -6.800
H8 -3.651 1.255 -5.486
H9 -3.050 0.604 -7.016
H10 -1.501 -1.033 -6.764
H11 -0.987 -3.160 -5.670
H12 -0.748 1.077 -3.074
H13 0.654 -4.875 -0.381
H14 1.283 -5.339 1.978
H15 1.391 -3.466 3.596
H16 0.859 -1.190 2.903
N2 -9.857 -1.502 1.867
C18 -8.743 -1.306 1.652
C19 -7.358 -1.061 1.386
C20 -6.707 -1.737 0.352
C21 -5.374 -1.497 0.094
C22 -4.645 -0.569 0.858
C23 -5.310 0.094 1.902
C24 -6.643 -0.145 2.160
C25 -3.279 -0.307 0.572
C26 -2.111 -0.062 0.300
H17 -7.261 -2.450 -0.245
H18 -4.864 -2.018 -0.704
H19 -4.753 0.800 2.502
H20 -7.149 0.377 2.963
C27 1.147 4.344 4.273
Ge1 0.991 2.489 4.901
C28 0.320 2.527 6.757
C29 2.772 1.664 4.876
C30 -0.156 1.439 3.713
Se1 0.421 1.720 1.779
C31 -0.969 3.065 1.582
H21 1.875 4.896 4.871
H22 0.190 4.863 4.334
H23 1.478 4.341 3.233
H24 1.009 3.103 7.379
H25 0.241 1.521 7.171
H26 -0.662 2.999 6.806
H27 3.489 2.236 5.466
H28 3.123 1.620 3.843
H29 2.733 0.646 5.269
H30 -1.213 1.691 3.803
H31 -0.043 0.379 3.947
H32 -0.856 3.795 2.381
H33 -1.934 2.563 1.635
H34 -0.835 3.522 0.608
S2 0.658 1.821 -0.932

Summary:
- Energy relative to the best compared isomer or geometry (same formula, charge and spin): 18.4 kcal per mole
- Gap between HOMO and LUMO (spin up / spin down): 5.95 / 6.56 eV
- 2S+1: 5
- Total charge: -1
- Highest occupied orbital energy (spin up / spin down): -3.6 / -4.3 eV
- Strongest force on any atom: 1.61 eV Å⁻¹

Atom charges from the Löwdin analysis, given in e for atoms 1 to 4: number 1, Mn, carries 0.10; number 2, C, carries -0.05; number 3, C, carries -0.56; number 4, C, carries -0.06